(1)
The following is a quantum chemistry calculation of a molecular structure, C53H57Ge2N2OP2TcTe, from OMol25.

Structure (XYZ):
```
119
Properties=species:S:1:pos:R:3:forces:R:3
Tc -0.705 -0.742 -0.525 -0.34 1.82 0.27
Te -3.105 -0.394 3.482 0.66 0.25 0.38
C -2.139 0.790 4.996 -0.24 -0.32 -0.36
C -2.328 2.144 5.196 -0.15 0.10 -0.02
C -1.712 2.726 6.302 -0.20 -0.21 -0.31
N -0.974 2.031 7.148 0.35 0.40 0.60
C -0.818 0.733 6.977 -0.18 -0.27 -0.31
C -1.388 0.054 5.903 0.05 -0.07 0.11
C -1.432 -0.632 2.272 -0.42 -0.04 -0.94
P -1.161 -2.178 1.387 -0.06 -0.07 1.80
C -2.532 -3.174 2.032 -0.01 0.04 -0.41
C -3.823 -2.894 1.584 0.19 -0.07 -0.11
C -4.899 -3.588 2.117 -0.08 0.04 -0.01
C -4.687 -4.548 3.097 -0.02 0.01 0.00
C -3.400 -4.827 3.536 0.05 0.01 0.02
C -2.316 -4.157 2.992 0.05 0.11 -0.03
C 0.416 -2.759 2.062 -0.08 -0.05 -0.39
C 0.686 -2.712 3.427 -0.07 -0.01 -0.06
C 1.925 -3.119 3.891 0.00 0.03 0.05
C 2.897 -3.552 2.997 0.00 -0.02 -0.08
C 2.635 -3.580 1.635 0.06 0.01 -0.07
C 1.396 -3.179 1.165 -0.18 -0.03 0.05
P -0.431 0.644 1.438 0.46 0.44 2.24
C 1.201 0.569 2.225 0.01 -0.01 -0.54
C 2.305 0.423 1.389 -0.16 0.05 -0.01
C 3.579 0.344 1.926 0.09 0.04 0.00
C 3.750 0.422 3.300 0.02 -0.03 -0.08
C 2.648 0.554 4.136 -0.03 0.09 0.07
C 1.371 0.622 3.607 -0.06 0.04 -0.02
C -1.167 2.224 1.962 -0.07 0.02 -0.61
C -0.440 3.196 2.643 0.12 -0.10 -0.05
C -1.039 4.400 2.979 -0.06 0.06 -0.02
C -2.357 4.646 2.624 0.04 0.02 -0.01
C -3.086 3.684 1.936 -0.05 -0.03 -0.05
C -2.493 2.479 1.600 0.08 0.03 -0.06
H -2.954 2.734 4.544 0.00 0.05 -0.07
H -1.837 3.778 6.520 0.00 0.07 -0.04
H -0.238 0.205 7.725 0.03 -0.02 -0.01
H -1.274 -1.018 5.810 0.04 0.00 0.01
H -3.976 -2.157 0.801 -0.09 0.03 0.03
H -5.900 -3.378 1.767 -0.04 -0.02 -0.01
H -5.525 -5.090 3.510 -0.05 0.00 0.03
H -3.234 -5.569 4.304 -0.03 -0.07 0.00
H -1.309 -4.393 3.308 -0.02 -0.04 0.09
H -0.072 -2.352 4.112 0.02 -0.01 0.08
H 2.139 -3.097 4.950 0.00 0.01 0.04
H 3.865 -3.864 3.360 0.02 -0.02 0.05
H 3.394 -3.914 0.941 0.05 0.00 0.00
H 1.162 -3.193 0.106 0.13 -0.09 -0.04
H 2.151 0.378 0.315 0.11 0.02 0.01
H 4.433 0.235 1.273 0.06 -0.01 -0.01
H 4.744 0.383 3.722 0.03 -0.02 0.02
H 2.790 0.622 5.206 -0.01 -0.03 0.05
H 0.515 0.721 4.262 -0.01 0.02 0.02
H 0.596 3.026 2.904 0.02 -0.02 0.03
H -0.476 5.151 3.514 0.05 0.02 0.02
H -2.818 5.591 2.875 -0.03 0.05 0.04
H -4.111 3.882 1.655 -0.06 -0.01 -0.01
H -3.056 1.735 1.046 -0.06 0.03 0.05
C 3.203 -1.366 -1.693 -0.12 0.00 -0.16
C 2.210 -1.342 -2.852 -0.31 0.22 0.39
Ge 0.799 0.083 -2.639 0.23 -0.62 -1.11
C -0.576 -0.159 -4.130 0.16 -0.06 0.60
C 0.065 -0.798 -5.355 -0.10 0.07 0.03
C 1.740 1.635 -3.485 -0.48 0.28 0.57
C 1.226 2.866 -3.532 -0.73 -0.18 0.60
Ge -0.071 3.112 -2.058 0.41 -0.62 0.60
C 0.949 3.647 -0.416 -0.30 0.10 -0.73
C 2.398 3.990 -0.742 0.04 0.02 -0.03
C -2.013 2.565 -1.905 0.83 0.22 -0.34
C -2.909 3.798 -1.829 0.11 0.12 0.06
C 1.601 4.081 -4.234 0.14 0.45 -0.21
C 2.740 4.189 -5.037 -0.13 -0.03 0.13
C 3.063 5.403 -5.617 0.07 -0.03 -0.07
C 2.249 6.514 -5.442 -0.14 -0.02 0.09
C 1.101 6.420 -4.666 0.05 0.18 -0.06
C 0.798 5.214 -4.068 0.05 -0.42 0.16
H 3.932 -2.166 -1.821 0.07 0.01 0.02
H 2.683 -1.532 -0.747 0.12 0.01 0.10
H 3.749 -0.424 -1.633 0.06 0.03 0.12
H 1.728 -2.317 -2.936 -0.04 0.01 -0.09
H 2.737 -1.169 -3.791 -0.14 0.11 -0.08
H -0.965 0.827 -4.390 0.00 0.03 0.09
H -1.410 -0.764 -3.772 -0.08 0.08 -0.07
H 0.846 -0.156 -5.762 0.09 -0.06 -0.05
H -0.686 -0.935 -6.135 0.06 -0.04 -0.07
H 0.501 -1.770 -5.123 0.06 -0.03 -0.06
H 2.633 1.402 -4.059 0.09 -0.13 0.00
H 0.906 2.792 0.260 -0.14 -0.02 -0.02
H 0.443 4.481 0.074 -0.14 -0.06 0.01
H 2.927 3.130 -1.152 0.02 0.02 -0.04
H 2.919 4.299 0.163 -0.01 0.01 0.04
H 2.469 4.807 -1.460 0.04 0.00 -0.01
H -2.093 1.945 -1.005 0.11 0.11 -0.07
H -2.254 1.956 -2.777 0.08 -0.03 0.00
H -2.698 4.378 -0.931 -0.06 0.07 0.00
H -3.958 3.506 -1.810 -0.01 0.00 0.01
H -2.764 4.442 -2.697 -0.09 0.03 0.00
H 3.376 3.330 -5.197 0.06 -0.03 0.02
H 3.961 5.487 -6.212 0.01 -0.02 -0.05
H 2.504 7.453 -5.911 0.02 0.03 -0.02
H 0.453 7.275 -4.539 0.00 0.04 0.02
H -0.109 5.126 -3.453 -0.08 0.11 -0.10
O -1.243 -4.481 0.042 0.30 -0.20 -0.35
H -2.077 -4.574 -0.434 -0.07 -0.16 0.12
H -1.177 -5.255 0.615 -0.09 -0.03 -0.02
N -0.793 -2.218 -1.795 0.12 -2.13 -1.50
C -0.601 -3.186 -2.408 -0.28 0.69 0.39
C -0.346 -4.355 -3.132 0.25 -0.64 -0.36
C -0.733 -4.468 -4.477 -0.03 0.18 0.14
C -0.419 -5.618 -5.170 -0.05 -0.01 -0.08
C 0.250 -6.660 -4.537 0.00 0.09 0.04
C 0.643 -6.546 -3.208 0.03 0.01 -0.02
C 0.360 -5.397 -2.503 -0.06 0.16 0.04
H -1.270 -3.658 -4.952 0.00 0.01 -0.06
H -0.694 -5.705 -6.211 -0.06 -0.03 -0.03
H 0.473 -7.563 -5.086 0.03 -0.04 -0.05
H 1.178 -7.351 -2.726 0.01 -0.04 0.00
H 0.668 -5.283 -1.475 0.01 -0.04 0.07
```
Positions in Å, forces in eV/Å.

Multiplicity = 4
HOMO-LUMO gap (spin up / spin down) = 0.204 / 0.192 hartree
⟨S²⟩ = 4.201
Total charge = +3
Energy = -201986.5716 eV

(2)
The following is a quantum chemistry calculation of a molecular structure, C53H62Ge2N6O2S5Tc, from OMol25.

Structure (XYZ):
```
131
Properties=species:S:1:pos:R:3:forces:R:3
Tc -1.226 -2.028 1.957 0.58 1.33 -0.83
C -0.685 -5.046 -2.035 -0.08 -0.36 0.67
C -0.702 -5.342 -0.588 0.11 0.08 -0.11
N -0.914 -6.485 -0.027 -0.07 -0.25 0.00
N -0.880 -6.246 1.315 0.03 0.21 0.07
C -0.662 -4.969 1.610 -0.04 -0.35 -0.42
S -0.556 -4.167 3.091 0.08 0.30 0.37
N -0.526 -4.385 0.396 -0.09 -0.33 0.06
N -0.212 -3.026 0.274 0.04 0.11 0.25
H -0.833 -5.974 -2.581 0.05 -0.04 -0.03
H 0.264 -4.594 -2.327 -0.28 -0.10 0.51
H -1.485 -4.349 -2.293 0.31 -0.53 0.59
H -1.045 -7.000 1.964 0.00 0.01 0.02
H 0.817 -2.925 0.245 -0.15 0.04 0.06
H -0.564 -2.659 -0.616 -0.03 0.07 -0.04
C -6.393 -2.273 1.927 -0.24 0.09 0.14
O -5.184 -2.888 1.443 0.06 -0.10 -0.12
C -4.027 -2.626 1.962 0.01 -0.07 0.07
O -3.004 -3.119 1.457 -0.16 0.07 0.05
N -3.948 -1.842 3.062 -0.12 0.03 0.09
N -2.670 -1.489 3.541 0.27 -0.12 -0.01
H -7.161 -2.559 1.218 0.01 -0.02 0.01
H -6.302 -1.186 1.937 0.08 -0.02 -0.07
H -6.652 -2.658 2.914 0.05 -0.04 -0.01
H -4.756 -1.448 3.517 -0.02 0.02 0.01
H -2.480 -1.980 4.413 -0.06 -0.01 0.08
H -2.633 -0.486 3.711 0.04 0.06 -0.17
C 2.830 -6.057 -0.927 -0.02 0.03 0.02
C 2.976 -4.603 -0.568 -0.11 0.03 0.15
C 3.062 -3.623 -1.552 -0.05 0.02 -0.05
C 3.396 -2.307 -1.249 -0.10 0.08 0.06
C 3.529 -1.298 -2.357 0.18 -0.05 0.01
C 3.643 -1.950 0.088 -0.05 -0.16 -0.08
C 3.509 -2.910 1.102 0.02 -0.06 -0.01
C 3.894 -2.635 2.533 -0.07 0.06 -0.06
C 3.142 -4.214 0.758 0.02 0.02 -0.01
C 4.219 -0.607 0.397 0.14 0.10 0.00
C 5.591 -0.435 0.242 -0.08 -0.08 0.07
C 6.196 0.766 0.582 0.03 0.05 0.02
C 5.442 1.814 1.084 -0.02 0.01 -0.02
C 4.065 1.680 1.241 0.11 0.07 -0.05
C 3.471 0.474 0.872 -0.77 -0.23 0.14
Ge 1.509 0.365 0.896 -0.13 0.42 -0.74
S 0.664 -0.892 2.598 -0.52 -0.65 0.12
S 0.667 -0.462 -1.056 -0.17 0.62 0.55
Ge -1.022 0.981 -0.538 0.73 0.28 0.15
S -2.334 -0.322 0.731 0.13 -0.98 0.64
S 0.253 2.231 0.863 -0.25 -0.73 -0.41
C -2.217 1.704 -1.929 0.44 -0.33 0.61
C -2.316 1.040 -3.146 -0.10 0.01 -0.08
C -3.241 1.509 -4.076 0.05 -0.03 0.00
C -4.054 2.590 -3.775 -0.02 0.00 0.04
C -3.960 3.222 -2.541 0.06 0.00 -0.01
C -3.034 2.787 -1.600 -0.01 0.05 -0.10
C -2.896 3.445 -0.272 -0.05 0.11 0.10
C -3.757 3.106 0.779 0.15 -0.06 -0.09
C -4.900 2.149 0.561 0.05 0.06 0.02
C -3.561 3.698 2.022 0.04 0.03 0.05
C -2.559 4.636 2.235 -0.06 -0.05 0.02
C -2.357 5.273 3.581 0.00 -0.05 -0.02
C -1.747 4.993 1.163 0.00 0.00 -0.03
C -1.897 4.416 -0.088 -0.09 -0.01 -0.03
C -1.025 4.845 -1.238 -0.02 -0.04 0.06
C -1.492 -0.166 -3.445 0.13 -0.12 -0.18
C -0.185 -0.041 -3.925 -0.20 0.06 -0.15
C 0.484 1.297 -4.097 -0.01 -0.08 -0.06
C 0.525 -1.193 -4.260 -0.08 -0.04 -0.11
C -0.026 -2.456 -4.125 0.11 0.02 0.02
C 0.728 -3.688 -4.545 0.04 0.06 -0.15
C -1.319 -2.560 -3.613 -0.13 0.23 -0.22
C -2.062 -1.440 -3.274 -0.03 0.11 0.07
C -3.462 -1.587 -2.734 0.03 0.04 -0.07
C 3.258 2.794 1.810 0.00 0.23 0.17
C 2.863 2.762 3.153 0.06 -0.06 -0.13
C 3.238 1.630 4.078 -0.05 0.04 -0.06
C 2.116 3.822 3.660 -0.08 0.10 -0.03
C 1.770 4.914 2.877 0.02 -0.13 0.05
C 1.021 6.076 3.465 0.19 0.11 -0.02
C 2.175 4.925 1.545 0.00 0.02 0.00
C 2.913 3.888 0.998 0.14 -0.02 0.06
C 3.331 3.933 -0.446 0.01 0.03 0.07
H 2.383 -6.194 -1.911 -0.05 -0.01 -0.01
H 2.250 -6.612 -0.188 -0.02 0.02 -0.02
H 3.822 -6.513 -0.962 -0.03 -0.04 -0.02
H 2.921 -3.898 -2.593 0.03 0.00 0.01
H 2.979 -1.628 -3.238 0.08 0.02 0.08
H 4.576 -1.167 -2.638 0.02 -0.01 0.00
H 3.148 -0.325 -2.050 0.08 -0.01 -0.09
H 3.962 -1.571 2.745 -0.02 0.03 0.05
H 4.871 -3.078 2.737 -0.01 0.03 0.01
H 3.179 -3.083 3.225 -0.01 -0.01 0.00
H 3.093 -4.965 1.544 0.00 0.04 -0.03
H 6.187 -1.262 -0.127 0.00 0.01 0.00
H 7.267 0.877 0.474 -0.01 0.01 -0.03
H 5.917 2.746 1.366 0.00 -0.01 0.02
H -3.319 1.011 -5.035 -0.02 0.02 -0.01
H -4.775 2.939 -4.503 0.02 0.01 0.00
H -4.599 4.063 -2.303 0.00 0.00 -0.02
H -4.619 1.337 -0.110 -0.05 -0.04 0.01
H -5.749 2.668 0.109 -0.02 -0.03 0.00
H -5.235 1.728 1.511 0.00 0.00 -0.02
H -4.222 3.438 2.843 0.00 0.00 -0.02
H -3.064 4.886 4.313 -0.01 0.01 0.01
H -2.492 6.354 3.515 0.01 0.01 0.04
H -1.343 5.092 3.942 -0.19 -0.03 -0.01
H -0.974 5.740 1.311 -0.06 -0.04 -0.08
H -0.336 5.628 -0.928 0.00 0.00 -0.01
H -1.635 5.222 -2.062 0.04 0.01 -0.02
H -0.438 4.009 -1.626 0.03 0.01 -0.03
H -0.115 2.113 -3.699 0.02 0.03 0.00
H 0.664 1.498 -5.155 0.00 0.02 0.01
H 1.453 1.296 -3.593 0.00 0.02 0.00
H 1.530 -1.085 -4.655 -0.08 -0.01 -0.04
H 1.720 -3.437 -4.917 0.01 -0.01 -0.02
H 0.191 -4.207 -5.340 0.04 -0.04 -0.02
H 0.836 -4.390 -3.715 0.30 0.20 -0.71
H -1.771 -3.544 -3.519 -0.16 0.65 -0.64
H -3.750 -2.636 -2.676 -0.01 -0.01 0.01
H -4.181 -1.071 -3.372 -0.03 -0.04 0.01
H -3.543 -1.145 -1.738 -0.04 -0.02 -0.03
H 3.982 0.969 3.636 0.00 -0.02 0.04
H 2.358 1.034 4.336 0.03 -0.02 0.02
H 3.648 2.027 5.006 -0.01 -0.03 0.02
H 1.815 3.799 4.702 0.02 0.01 0.00
H 0.542 5.805 4.405 0.05 0.06 -0.01
H 0.266 6.458 2.778 0.06 0.00 0.09
H 1.713 6.896 3.669 -0.02 0.01 0.02
H 1.907 5.768 0.915 0.01 0.01 -0.01
H 2.776 4.700 -0.984 0.00 0.00 -0.02
H 3.169 2.972 -0.938 -0.02 0.01 -0.03
H 4.395 4.166 -0.532 -0.01 -0.02 -0.05
```
Positions in Å, forces in eV/Å.

Multiplicity = 4
HOMO-LUMO gap (spin up / spin down) = 0.248 / 0.194 hartree
⟨S²⟩ = 3.781
Total charge = +2
Energy = -238403.6063 eV
Energy above the lowest of the compared OMol25 structures with the same formula, charge and spin = 0.0000 eV